Record 1
The following is a DFT calculation (ωB97M-V with the def2-TZVPD basis set) of C16H31CuF3NO9S as an isolated structure.

Each line ends with the Mulliken charge.
Geometry (Å):
Cu: 0.844 0.483 0.316  1.810
C: 4.041 1.419 2.707  -1.081
C: 3.285 2.090 1.563  0.544
O: 2.014 1.914 1.599  -0.657
O: 3.895 2.761 0.737  -0.648
H: 3.833 0.372 2.901  0.204
H: 4.145 2.090 3.564  0.330
H: 5.093 1.483 2.384  0.382
C: 2.095 0.331 -3.300  -0.335
C: 2.253 1.535 -2.355  0.281
O: 1.335 1.685 -1.459  -0.622
O: 3.122 2.380 -2.552  -0.686
H: 1.282 0.348 -4.018  0.093
H: 2.067 -0.568 -2.681  -0.134
H: 3.056 0.239 -3.818  0.299
C: -1.059 -1.306 -1.911  -0.625
O: -1.155 -0.364 -2.950  -0.119
O: -0.498 -0.790 -0.823  -0.024
C: -2.468 -1.932 -1.575  0.682
F: -2.833 -2.894 -2.469  -0.298
F: -2.668 -2.408 -0.338  -0.271
F: -3.412 -0.935 -1.726  -0.272
C: -1.544 -0.870 -4.221  -0.389
C: -2.121 0.322 -4.999  -1.202
H: -1.383 1.067 -5.294  0.285
H: -2.661 0.042 -5.908  0.368
H: -2.862 0.803 -4.357  0.270
H: -2.254 -1.694 -4.225  0.373
H: -0.584 -1.161 -4.665  0.335
H: -0.438 -2.169 -2.205  0.073
C: 1.071 -2.722 3.300  -1.869
C: 1.522 -1.536 2.433  1.043
C: 2.143 -1.909 1.094  -1.007
O: 2.644 -0.776 0.403  0.043
C: 3.472 -1.258 -0.644  -1.135
N: 0.327 -0.680 2.255  -0.339
H: 0.409 -2.438 4.118  0.407
H: 1.916 -3.213 3.797  0.472
H: 0.540 -3.499 2.742  0.373
H: 2.237 -0.998 3.056  -0.165
H: 1.434 -2.417 0.425  0.284
H: 2.904 -2.662 1.332  0.513
H: 4.202 -1.949 -0.202  0.366
H: 4.013 -0.463 -1.146  0.296
H: 2.954 -1.896 -1.367  0.408
H: -0.478 -1.202 1.908  0.155
H: -0.028 -0.336 3.139  0.292
C: -3.080 1.940 2.983  -0.328
C: -3.889 0.889 2.241  -0.740
C: -3.299 0.668 0.843  0.203
S: -2.270 2.135 0.503  0.808
O: -2.753 2.899 -0.626  -0.756
O: -0.898 1.705 0.564  -0.308
C: -2.737 3.037 2.003  -0.879
H: -2.114 1.517 3.282  0.047
H: -3.590 2.220 3.904  0.425
H: -4.955 1.056 2.072  0.291
H: -3.832 -0.038 2.817  0.350
H: -4.017 0.572 0.034  0.441
H: -2.606 -0.171 0.780  -0.473
H: -3.670 3.505 1.680  0.352
H: -1.994 3.745 2.355  0.464

Its charge is -1. Its LUMO energy (spin up / spin down) is 2.164 / 2.074 eV. The frontier orbital gap (spin up / spin down) is 0.257 / 0.250 Ha. The value obtained for the strongest force on any atom is 2.61 eV/A. Its spin multiplicity is 2. The value obtained for the HOMO energy (spin up / spin down) is -4.8 / -4.7 eV. The total energy is -100639.3249 eV.


Record 2
The following is a DFT calculation (ωB97M-V with the def2-TZVPD basis set) of C16H31CuN6O2 as an isolated structure.

Each line ends with the Mulliken charge.
Geometry (Å):
Cu: -5.369 -11.821 6.210  -0.917
N: -2.188 -11.813 8.169  -0.066
C: -2.710 -11.774 9.583  0.093
C: -3.947 -12.585 9.867  -1.308
C: -5.296 -11.910 9.617  0.229
N: -5.868 -12.318 8.299  -0.609
C: -5.376 -10.438 9.848  -1.525
C: -4.148 -9.671 9.301  0.352
N: -4.173 -9.820 7.846  -0.467
C: -2.897 -10.285 9.931  -1.422
H: -2.516 -12.709 7.682  0.016
H: -1.187 -11.810 8.171  0.448
H: -2.593 -11.022 7.635  0.123
H: -1.877 -12.248 10.132  0.417
H: -3.887 -12.787 10.956  0.440
H: -3.851 -13.554 9.325  0.434
H: -5.977 -12.390 10.288  0.492
H: -6.888 -12.051 8.322  0.397
H: -5.856 -13.298 8.244  0.329
H: -5.308 -10.321 10.904  0.549
H: -6.329 -9.965 9.584  0.391
H: -4.192 -8.620 9.642  0.372
H: -3.715 -9.022 7.418  0.265
H: -5.132 -9.692 7.544  0.122
H: -3.003 -10.121 11.018  0.482
H: -2.007 -9.701 9.572  0.396
C: -7.786 -12.184 2.757  -1.568
C: -7.224 -11.984 4.108  0.502
N: -6.235 -12.629 4.593  -0.002
O: -5.557 -13.486 3.748  -0.456
C: -7.749 -10.913 5.028  0.653
C: -9.211 -10.597 5.017  -1.524
N: -6.903 -10.634 5.963  0.721
O: -7.168 -9.861 6.934  -0.717
H: -8.356 -11.353 2.427  0.413
H: -8.519 -12.972 2.917  0.343
H: -6.965 -12.352 2.113  0.439
H: -4.732 -13.675 4.190  0.510
H: -9.728 -11.544 5.228  0.346
H: -9.515 -10.286 4.048  0.389
H: -9.489 -9.936 5.819  0.369
C: -4.866 -14.859 6.412  -0.988
C: -3.656 -14.074 6.033  0.597
C: -2.357 -14.576 5.793  -1.110
C: -1.619 -13.426 5.368  -0.669
C: -2.493 -12.359 5.352  -0.006
C: -2.169 -10.988 4.957  -1.629
N: -3.679 -12.742 5.839  1.614
H: -5.700 -14.510 5.752  0.131
H: -5.238 -14.752 7.441  0.105
H: -4.682 -15.915 6.214  0.475
H: -1.977 -15.584 5.936  0.531
H: -0.605 -13.345 5.031  0.571
H: -1.357 -10.589 5.532  0.379
H: -2.938 -10.289 5.239  0.189
H: -1.884 -10.847 3.901  0.358

Its charge is +1. Its LUMO energy (spin up / spin down) is -2.422 / -3.909 eV. The frontier orbital gap (spin up / spin down) is 0.295 / 0.241 Ha. The value obtained for the strongest force on any atom is 2.79 eV/A. Its spin multiplicity is 2. The value obtained for the HOMO energy (spin up / spin down) is -10.5 / -10.5 eV. The total energy is -74761.5371 eV.


Record 3
The following is a DFT calculation (ωB97M-V with the def2-TZVPD basis set) of C16H31CuNOP2 as an isolated structure.

Each line ends with the Mulliken charge.
Geometry (Å):
P: 0.264 -1.799 -1.656  1.878
P: -0.124 1.864 -1.930  1.069
C: -0.152 -0.626 -3.266  -0.415
C: 0.314 0.834 -3.374  0.606
H: -1.245 -0.705 -3.319  0.416
H: 0.252 -1.210 -4.100  -0.605
H: 1.408 0.874 -3.451  0.436
H: -0.075 1.305 -4.283  -1.349
C: -1.791 2.523 -1.983  -1.247
H: -1.963 3.115 -1.069  0.388
H: -2.489 1.673 -1.952  0.367
H: -1.978 3.135 -2.873  0.360
C: 1.036 3.164 -1.521  -1.240
H: 1.115 3.950 -2.289  0.368
H: 2.026 2.716 -1.347  0.379
H: 0.711 3.611 -0.565  0.382
C: -0.890 -3.146 -2.101  -1.421
H: -0.810 -3.992 -1.399  0.406
H: -0.702 -3.510 -3.122  0.340
H: -1.909 -2.737 -2.042  0.352
C: 1.888 -2.428 -2.066  -1.329
H: 2.594 -1.596 -2.007  0.355
H: 1.898 -2.858 -3.071  0.382
H: 2.188 -3.194 -1.342  0.381
Cu: -0.191 0.118 -0.810  -0.667
C: 0.521 1.650 -6.481  -0.164
C: -0.811 1.702 -6.275  -0.382
C: -1.779 1.010 -7.194  -0.827
C: -1.345 -0.400 -7.660  -0.874
C: -0.698 -1.243 -6.591  -0.115
C: 0.627 -1.309 -6.360  -0.463
C: 1.619 -0.557 -7.207  -0.910
C: 1.195 0.885 -7.586  -0.847
C: 0.243 -2.114 0.207  -1.695
H: 1.223 2.245 -5.884  0.404
H: -1.245 2.363 -5.515  0.484
H: -1.915 1.653 -8.079  0.292
H: -2.767 0.927 -6.718  0.382
H: -2.257 -0.938 -7.970  0.448
H: -0.709 -0.331 -8.556  0.350
H: -1.410 -1.891 -6.067  0.352
H: 1.044 -2.034 -5.649  0.652
H: 1.777 -1.134 -8.134  0.307
H: 2.598 -0.507 -6.706  0.353
H: 2.114 1.444 -7.834  0.468
H: 0.580 0.878 -8.500  0.337
H: 1.028 -1.603 0.789  0.380
H: 0.395 -3.204 0.254  0.553
H: -0.724 -1.843 0.659  0.376
O: -0.142 1.629 3.131  -0.651
C: -0.228 1.088 2.067  0.742
N: -0.305 0.550 1.003  -0.543

Its charge is 0. Its LUMO energy (spin up / spin down) is 0.437 / 0.364 eV. The frontier orbital gap (spin up / spin down) is 0.214 / 0.270 Ha. The value obtained for the strongest force on any atom is 2.37 eV/A. Its spin multiplicity is 2. The value obtained for the HOMO energy (spin up / spin down) is -5.4 / -7.0 eV. The total energy is -83845.3950 eV.


Record 4
The following is a DFT calculation (ωB97M-V with the def2-TZVPD basis set) of C16H31F6GaNO6S as an isolated structure.

Each line ends with the Mulliken charge.
Geometry (Å):
C: 3.800 -4.004 -1.558  -1.242
C: 2.889 -3.546 -2.693  -0.244
C: 1.457 -3.278 -2.215  -0.512
N: 1.405 -2.120 -1.313  -0.080
Ga: 0.833 -0.435 -1.991  -0.172
C: 2.304 0.394 -3.104  -1.017
C: 3.466 0.675 -2.188  0.631
C: 3.260 1.867 -1.255  -1.048
F: 4.659 0.913 -2.946  -0.437
S: -0.993 -0.641 -3.520  0.807
O: -0.763 -1.590 -4.607  -0.701
O: -1.436 0.702 -3.894  -0.666
C: -2.515 -1.411 -2.653  0.490
F: -2.122 -1.871 -1.431  -0.258
F: -2.968 -2.468 -3.370  -0.274
C: -3.722 -0.476 -2.427  0.650
F: -4.589 -1.055 -1.570  -0.297
F: -3.392 0.701 -1.899  -0.237
F: -4.371 -0.256 -3.566  -0.263
H: 3.852 -3.243 -0.774  0.230
H: 3.440 -4.942 -1.119  0.337
H: 4.821 -4.185 -1.919  0.368
H: 2.873 -4.313 -3.478  0.388
H: 3.277 -2.614 -3.116  0.090
H: 1.102 -4.174 -1.684  0.416
H: 0.815 -3.156 -3.097  0.144
H: 0.942 -2.356 -0.448  0.272
H: 0.328 0.525 -0.841  -0.185
H: 2.601 -0.298 -3.898  0.398
H: 1.919 1.308 -3.568  0.573
H: 3.663 -0.221 -1.583  0.070
H: 4.214 2.379 -1.106  0.412
H: 2.531 2.572 -1.667  0.233
H: 2.886 1.536 -0.281  0.141
O: -3.731 3.141 1.689  -0.548
C: -4.801 2.631 1.525  0.673
O: -5.893 3.287 2.011  -0.399
C: -7.226 2.873 1.722  -0.406
C: -7.723 1.811 2.682  -0.911
C: -4.987 1.279 0.880  -0.663
H: -7.316 2.553 0.683  0.371
H: -7.821 3.780 1.827  0.311
H: -7.142 0.893 2.597  0.267
H: -8.768 1.574 2.477  0.340
H: -7.641 2.168 3.708  0.287
H: -4.913 0.516 1.655  0.264
H: -4.197 1.111 0.157  0.117
H: -5.939 1.166 0.368  0.277
O: 1.440 0.637 2.154  -0.486
C: 2.294 0.741 2.983  0.858
O: 3.444 1.376 2.647  -0.360
C: 4.462 1.690 3.593  -0.413
C: 5.433 0.544 3.790  -0.982
C: 2.165 0.125 4.359  -1.162
H: 4.026 2.022 4.537  0.345
H: 4.977 2.547 3.161  0.338
H: 4.941 -0.330 4.218  0.267
H: 6.241 0.843 4.459  0.371
H: 5.862 0.252 2.832  0.291
H: 2.539 -0.898 4.311  0.269
H: 1.108 0.094 4.608  0.326
H: 2.696 0.656 5.145  0.340

Its charge is -1. Its LUMO energy is 2.372 eV. The frontier orbital gap is 0.270 Ha. The value obtained for the strongest force on any atom is 1.28 eV/A. Its spin multiplicity is 1. The value obtained for the HOMO energy is -5.0 eV. The total energy is -110388.0272 eV.